This record from the Open Molecules 2025 dataset describes the molecule C35H52O9 in a non-equilibrium geometry. The level of theory is ωB97M-V/def2-TZVPD.

CARTESIAN COORDINATES (ANGSTROEM)
1 C -4.99940 -2.20750 -0.42842
2 H -4.05298 -2.73090 -0.51648
3 H -5.76877 -2.84489 -0.86137
4 H -5.22708 -2.06201 0.62308
5 C -4.97689 -0.86837 -1.16387
6 H -4.60510 -1.03130 -2.18203
7 C -6.42384 -0.35912 -1.29645
8 C -7.14825 -0.11583 0.00256
9 O -6.61397 0.02402 1.07873
10 C -8.63236 -0.06319 -0.17237
11 C -9.55272 -0.86015 0.68436
12 C -9.00633 -1.73348 1.78896
13 H -9.74303 -1.81526 2.58505
14 H -8.10055 -1.29775 2.20126
15 H -8.78998 -2.72864 1.40548
16 C -10.84114 -1.35591 0.06404
17 H -10.67470 -2.31093 -0.42984
18 H -11.59224 -1.49060 0.83932
19 H -11.21828 -0.63813 -0.65995
20 O -9.42002 0.51895 0.83579
21 H -8.96376 0.15118 -1.18690
22 H -6.41777 0.59173 -1.83853
23 H -7.00672 -1.06487 -1.89265
24 C -4.10406 0.21216 -0.49450
25 C -3.99283 1.46161 -1.33861
26 O -4.75990 1.83303 -2.19295
27 C -2.72917 2.19022 -0.96193
28 H -2.98465 3.18387 -0.59187
29 H -2.11813 2.33723 -1.85466
30 C -2.02189 1.32616 0.09545
31 C -0.51084 1.35650 -0.08472
32 C 0.13065 2.51742 0.00059
33 C 1.60878 2.69358 0.10658
34 C 2.43842 1.50720 -0.39039
35 C 1.76527 0.15877 -0.17680
36 C 1.04005 -0.22863 1.07408
37 H 0.95104 0.48199 1.88213
38 H 1.12008 -1.25712 1.39819
39 C 0.24611 0.07830 -0.18428
40 C -0.42824 -1.03932 -0.98465
41 C -1.90343 -0.73862 -1.27582
42 C -2.63549 -0.09181 -0.10278
43 C -2.51481 -0.96017 1.15007
44 H -1.52969 -0.84873 1.59327
45 H -3.26182 -0.68389 1.88824
46 H -2.65015 -2.00905 0.90865
47 H -2.38149 -1.67206 -1.57109
48 H -1.94993 -0.06646 -2.13795
49 O 0.21927 -1.29561 -2.21683
50 H 0.17366 -0.49635 -2.75371
51 H -0.34433 -1.98442 -0.43791
52 C 2.57322 -0.94085 -0.84496
53 C 3.98780 -0.97432 -0.27729
54 C 4.66692 0.37592 -0.48985
55 H 4.72090 0.57154 -1.57204
56 C 3.88557 1.53467 0.17212
57 C 3.93609 1.39117 1.69526
58 H 3.51693 2.26813 2.18137
59 H 3.38907 0.51705 2.03196
60 H 4.97122 1.30202 2.01360
61 C 4.57485 2.84769 -0.21949
62 H 5.63092 2.79151 0.03180
63 H 4.48520 3.02835 -1.28893
64 H 4.14389 3.68980 0.31378
65 O 6.00367 0.38193 0.02088
66 C 7.00026 -0.09605 -0.82948
67 O 7.01360 -1.50243 -0.91764
68 C 7.29947 -2.13447 0.32016
69 H 6.56237 -1.85735 1.08180
70 C 8.70528 -1.74882 0.77081
71 O 9.65259 -2.13963 -0.20684
72 H 9.16368 -2.44290 -0.98429
73 C 8.75358 -0.21305 0.98397
74 C 8.34771 0.48667 -0.32372
75 O 9.34160 0.41182 -1.30540
76 H 9.79221 -0.44323 -1.21376
77 H 8.17721 1.55189 -0.12405
78 O 7.94185 0.17782 2.05679
79 H 7.03593 0.26943 1.72567
80 H 9.78062 0.07220 1.24103
81 H 8.95408 -2.24514 1.71652
82 H 7.22905 -3.20746 0.12601
83 H 6.83692 0.23461 -1.86680
84 H 3.96479 -1.20820 0.78788
85 H 4.56754 -1.74783 -0.78372
86 H 2.10200 -1.91107 -0.70020
87 H 2.63056 -0.76216 -1.92043
88 H 2.52858 1.61327 -1.48113
89 H 1.90190 3.59309 -0.43865
90 H 1.82056 2.88196 1.16329
91 H -0.43118 3.43592 0.09846
92 C -2.34838 1.88195 1.49147
93 H -3.41633 1.83618 1.68764
94 H -1.82734 1.32644 2.26526
95 H -2.03659 2.92042 1.56369
96 H -4.62697 0.50876 0.42184

The charge is 0. The calculation puts the LUMO energy at 0.51 eV. Its gap between HOMO and LUMO is 9.284 eV.